# ClH4N2OP

A single ClH4N2OP molecule at a distorted geometry (ωB97M-V with the def2-TZVPD basis set, OMol25).

The geometry in XYZ format:
```
9
ClH4N2OP (ωB97M-V with the def2-TZVPD basis set)
N 0.230 -1.243 0.776
N 0.505 1.066 -0.226
O -1.588 -0.132 -0.866
P -0.720 0.117 0.522
Cl 1.673 1.867 0.786
H 0.233 -1.757 1.635
H 0.868 -1.494 -0.018
H -0.156 1.793 -1.014
H -1.045 -0.217 -1.596
```

The value obtained for the electronic energy is -26903.018 eV. The calculation puts the largest force on an atom at 5.25 eV Å⁻¹. The calculation puts the HOMO energy at -8.889 eV. The structure (SMILES) is NP(O)NCl. The LUMO energy comes out at 0.4 eV. For the orbital gap, the calculation gives 9.3 eV.

Charge distribution, Löwdin scheme, values in e: atom 1 (N): -0.200, atom 2 (N): -0.784, atom 3 (O): -0.303, atom 4 (P): 0.591, atom 5 (Cl): 0.455, atom 6 (H): 0.020, atom 7 (H): 0.065, atom 8 (H): 0.170, atom 9 (H): -0.014



# CClNS

2 unconnected molecules or ions with the total composition CClNS at a distorted geometry (ωB97M-V with the def2-TZVPD basis set, OMol25).

The geometry in XYZ format:
```
4
CClNS (ωB97M-V with the def2-TZVPD basis set)
C -0.199 -0.006 0.486
N -0.761 -0.434 1.397
S 1.184 1.290 -1.854
Cl 1.403 -0.387 -2.914
```

The value obtained for the electronic energy is -25879.424 eV. The calculation puts the largest force on an atom at 2.75 eV Å⁻¹. The calculation puts the HOMO energy (alpha / beta) at -10.721 / -10.704 eV. The LUMO energy (alpha / beta) comes out at -4.6 / -4.6 eV. For the orbital gap (alpha / beta), the calculation gives 6.1 / 6.1 eV.

Charge distribution, Löwdin scheme, values in e: atom 1 (C): -0.267, atom 2 (N): -0.065, atom 3 (S): 0.254, atom 4 (Cl): 0.078



# CH3NO

2 unconnected molecules or ions with the total composition CH3NO at a distorted geometry (ωB97M-V with the def2-TZVPD basis set, OMol25).

The geometry in XYZ format:
```
6
CH3NO (ωB97M-V with the def2-TZVPD basis set)
C -0.325 1.366 1.739
N -0.534 -0.344 -1.044
O 0.352 2.271 1.854
H -0.377 -1.179 -1.516
H 0.220 -0.413 -0.517
H -0.835 -0.129 -1.908
```

The value obtained for the electronic energy is -4621.000 eV. The calculation puts the largest force on an atom at 5.55 eV Å⁻¹. The calculation puts the HOMO energy at -10.076 eV. The LUMO energy comes out at 1.2 eV. For the orbital gap, the calculation gives 11.3 eV.

Charge distribution, Löwdin scheme, values in e: atom 1 (C): -0.010, atom 2 (N): 0.069, atom 3 (O): 0.014, atom 4 (H): -0.005, atom 5 (H): -0.050, atom 6 (H): -0.018



# C4H4N2O

A single C4H4N2O molecule at a distorted geometry (ωB97M-V with the def2-TZVPD basis set, OMol25).

The geometry in XYZ format:
```
11
C4H4N2O (ωB97M-V with the def2-TZVPD basis set)
O 2.306 -1.229 0.698
C 1.476 -0.938 -0.131
C 0.992 1.450 -0.355
C -0.255 1.385 0.080
N -1.202 0.387 0.225
C -0.937 -0.935 -0.025
N 0.192 -1.490 -0.208
H 1.957 -0.160 -0.956
H -0.523 2.408 0.374
H -2.162 0.669 0.352
H -1.843 -1.548 -0.053
```

The value obtained for the electronic energy is -9235.286 eV. The calculation puts the largest force on an atom at 2.60 eV Å⁻¹. The calculation puts the HOMO energy at -9.533 eV. The LUMO energy comes out at -0.8 eV. For the orbital gap, the calculation gives 8.7 eV.

Charge distribution, Löwdin scheme, values in e: atom 1 (O): 0.042, atom 2 (C): -0.420, atom 3 (C): 0.180, atom 4 (C): -0.277, atom 5 (N): 0.023, atom 6 (C): -0.190, atom 7 (N): 0.124, atom 8 (H): 0.132, atom 9 (H): 0.117, atom 10 (H): 0.139, atom 11 (H): 0.131



# C42H104N8O2

8 unconnected molecules or ions with the total composition C42H104N8O2 at a distorted geometry (ωB97M-V with the def2-TZVPD basis set, OMol25).

The geometry in XYZ format:
```
156
C42H104N8O2 (ωB97M-V with the def2-TZVPD basis set)
C 3.723 0.876 1.334
C 4.465 2.088 1.031
N 5.865 1.805 1.014
C 6.285 1.668 -0.376
C 7.766 1.591 -0.781
C 6.734 2.638 1.850
C 6.548 2.387 3.366
H 4.265 0.447 2.177
H 3.625 0.022 0.664
H 2.698 1.159 1.576
H 3.971 2.548 0.175
H 4.291 2.680 1.930
H 5.769 0.794 -0.773
H 5.945 2.584 -0.860
H 8.326 0.777 -0.320
H 7.864 1.469 -1.860
H 8.238 2.533 -0.502
H 6.798 3.707 1.649
H 7.761 2.291 1.730
H 7.365 2.671 4.030
H 6.155 1.383 3.529
H 5.753 3.037 3.732
C 5.772 1.905 -4.945
C 4.909 0.702 -5.362
N 3.690 0.730 -4.564
C 2.601 0.081 -5.213
C 2.822 -1.403 -5.354
C 3.628 0.414 -3.074
C 2.402 0.951 -2.387
H 5.418 2.747 -5.540
H 6.798 1.752 -5.280
H 5.737 2.211 -3.900
H 4.685 0.771 -6.426
H 5.408 -0.264 -5.287
H 1.693 0.189 -4.620
H 2.245 0.482 -6.162
H 3.745 -1.534 -5.920
H 2.724 -1.875 -4.376
H 2.062 -1.809 -6.022
H 4.534 0.951 -2.791
H 3.850 -0.631 -2.858
H 2.757 1.291 -1.414
H 1.749 0.092 -2.236
H 1.971 1.823 -2.878
C -4.588 -0.783 3.966
C -3.768 0.414 4.460
N -3.045 1.034 3.390
C -3.943 1.867 2.628
C -3.195 2.393 1.335
C -1.855 1.732 3.914
C -0.772 0.735 4.324
H -4.472 -0.913 2.890
H -5.650 -0.690 4.194
H -4.155 -1.693 4.382
H -4.284 1.108 5.123
H -3.027 -0.188 4.985
H -4.842 1.299 2.392
H -4.337 2.725 3.173
H -3.943 2.811 0.661
H -2.575 3.245 1.614
H -2.680 1.646 0.731
H -2.205 2.225 4.820
H -1.480 2.551 3.300
H 0.144 1.280 4.552
H -0.546 0.015 3.537
H -0.996 0.238 5.268
C 0.581 7.205 0.801
C -0.391 6.114 1.226
N 0.101 4.776 1.226
C 1.196 4.307 2.094
C 1.008 4.726 3.586
C 0.404 4.501 -0.204
C 0.197 3.057 -0.701
H 0.947 7.085 -0.219
H 1.433 7.170 1.480
H 0.084 8.175 0.828
H -0.755 6.306 2.235
H -1.289 6.111 0.607
H 2.158 4.685 1.746
H 1.205 3.220 2.014
H 1.650 3.987 4.068
H -0.012 4.578 3.942
H 1.324 5.733 3.858
H -0.270 5.081 -0.835
H 1.428 4.769 -0.464
H -0.750 2.682 -0.312
H 0.059 3.114 -1.781
H 0.979 2.344 -0.442
C -3.912 1.496 -1.997
C -2.858 0.348 -2.390
N -2.406 0.594 -3.737
C -1.353 1.716 -3.668
C -0.655 2.225 -5.001
C -1.971 -0.565 -4.478
C -0.893 -1.561 -3.924
H -3.591 2.506 -1.739
H -4.518 1.128 -1.170
H -4.652 1.505 -2.798
H -2.048 0.447 -1.667
H -3.217 -0.676 -2.288
H -1.784 2.629 -3.259
H -0.523 1.320 -3.083
H 0.123 2.960 -4.794
H -0.220 1.498 -5.687
H -1.362 2.693 -5.686
H -1.684 -0.313 -5.499
H -2.872 -1.166 -4.596
H -1.217 -2.578 -3.702
H -0.445 -1.349 -2.954
H -0.120 -1.551 -4.693
C -4.525 -5.005 4.189
C -5.317 -5.066 2.868
N -6.157 -6.266 2.727
C -6.980 -6.095 1.543
C -8.106 -5.109 1.934
C -5.238 -7.422 2.507
C -5.710 -8.615 3.204
H -4.284 -3.958 4.377
H -3.648 -5.635 4.038
H -5.140 -5.464 4.963
H -5.798 -4.088 2.851
H -4.642 -5.088 2.012
H -6.342 -5.799 0.710
H -7.482 -7.034 1.313
H -8.834 -5.400 2.692
H -7.787 -4.075 2.066
H -8.859 -5.060 1.147
H -4.221 -7.053 2.640
H -5.175 -7.608 1.434
H -4.874 -9.130 3.677
H -6.016 -9.336 2.446
H -6.444 -8.404 3.982
C 0.777 -4.488 -2.513
C 2.230 -4.254 -2.138
O 3.097 -5.130 -2.243
N 2.538 -3.059 -1.504
C 3.881 -2.636 -1.281
H 0.096 -4.085 -1.763
H 0.401 -5.509 -2.581
H 0.637 -4.011 -3.483
H 1.779 -2.528 -1.102
H 4.210 -3.228 -0.426
H 3.800 -1.558 -1.135
H 4.564 -2.829 -2.108
C 0.329 -0.306 0.187
C -0.379 -1.554 0.637
O 0.048 -2.668 0.247
N -1.442 -1.375 1.463
C -2.086 -2.475 2.149
H -0.166 0.102 -0.694
H 1.403 -0.285 0.005
H 0.112 0.476 0.915
H -1.776 -0.445 1.670
H -1.738 -2.392 3.178
H -1.863 -3.438 1.690
H -3.173 -2.423 2.222
```

The value obtained for the electronic energy is -61251.434 eV. The calculation puts the largest force on an atom at 4.01 eV Å⁻¹. The calculation puts the HOMO energy at -8.007 eV. The structure (SMILES) is CCN(CC)CC.CCN(CC)CC.CCN(CC)CC.CCN(CC)CC.CCN(CC)CC.CCN(CC)CC.CNC(C)=O.CNC(C)=O. The LUMO energy comes out at 0.6 eV. For the orbital gap, the calculation gives 8.6 eV.

Results of the Löwdin charge analysis, in e, for atoms 1 through 99: atom 1 (C): -0.104, atom 2 (C): -0.304, atom 3 (N): -0.180, atom 4 (C): -0.250, atom 5 (C): -0.081, atom 6 (C): -0.240, atom 7 (C): -0.085, atom 8 (H): 0.084, atom 9 (H): 0.058, atom 10 (H): 0.062, atom 11 (H): 0.110, atom 12 (H): 0.113, atom 13 (H): 0.105, atom 14 (H): 0.107, atom 15 (H): 0.075, atom 16 (H): 0.067, atom 17 (H): 0.066, atom 18 (H): 0.115, atom 19 (H): 0.099, atom 20 (H): 0.070, atom 21 (H): 0.071, atom 22 (H): 0.053, atom 23 (C): -0.079, atom 24 (C): -0.247, atom 25 (N): -0.177, atom 26 (C): -0.310, atom 27 (C): -0.079, atom 28 (C): -0.202, atom 29 (C): -0.076, atom 30 (H): 0.069, atom 31 (H): 0.067, atom 32 (H): 0.053, atom 33 (H): 0.118, atom 34 (H): 0.102, atom 35 (H): 0.077, atom 36 (H): 0.115, atom 37 (H): 0.069, atom 38 (H): 0.066, atom 39 (H): 0.071, atom 40 (H): 0.082, atom 41 (H): 0.079, atom 42 (H): 0.048, atom 43 (H): 0.059, atom 44 (H): 0.084, atom 45 (C): -0.083, atom 46 (C): -0.261, atom 47 (N): -0.218, atom 48 (C): -0.225, atom 49 (C): -0.069, atom 50 (C): -0.228, atom 51 (C): -0.070, atom 52 (H): 0.058, atom 53 (H): 0.076, atom 54 (H): 0.048, atom 55 (H): 0.125, atom 56 (H): 0.096, atom 57 (H): 0.108, atom 58 (H): 0.114, atom 59 (H): 0.057, atom 60 (H): 0.053, atom 61 (H): 0.049, atom 62 (H): 0.111, atom 63 (H): 0.094, atom 64 (H): 0.067, atom 65 (H): 0.056, atom 66 (H): 0.069, atom 67 (C): -0.076, atom 68 (C): -0.298, atom 69 (N): -0.183, atom 70 (C): -0.228, atom 71 (C): -0.073, atom 72 (C): -0.243, atom 73 (C): -0.072, atom 74 (H): 0.065, atom 75 (H): 0.071, atom 76 (H): 0.074, atom 77 (H): 0.107, atom 78 (H): 0.112, atom 79 (H): 0.103, atom 80 (H): 0.095, atom 81 (H): 0.063, atom 82 (H): 0.062, atom 83 (H): 0.068, atom 84 (H): 0.110, atom 85 (H): 0.110, atom 86 (H): 0.059, atom 87 (H): 0.054, atom 88 (H): 0.041, atom 89 (C): -0.073, atom 90 (C): -0.234, atom 91 (N): -0.185, atom 92 (C): -0.183, atom 93 (C): -0.077, atom 94 (C): -0.241, atom 95 (C): -0.065, atom 96 (H): 0.055, atom 97 (H): 0.051, atom 98 (H): 0.066, atom 99 (H): 0.071



# C2H10NSi

2 unconnected molecules or ions with the total composition C2H10NSi at a distorted geometry (ωB97M-V with the def2-TZVPD basis set, OMol25).

The geometry in XYZ format:
```
14
C2H10NSi (ωB97M-V with the def2-TZVPD basis set)
C -0.662 0.030 1.384
C -0.192 0.161 -0.054
N 1.070 1.060 0.005
Si -0.165 -1.313 -1.235
H -0.215 -0.750 2.035
H -0.661 1.042 1.933
H -1.633 -0.509 1.361
H -1.147 0.988 -1.028
H 0.785 1.797 0.691
H 1.463 1.610 -0.907
H 1.851 0.393 0.277
H -0.435 -1.095 -2.650
H -1.061 -2.336 -0.626
H 1.151 -1.892 -0.983
```

The value obtained for the electronic energy is -11593.858 eV. The calculation puts the largest force on an atom at 4.59 eV Å⁻¹. The calculation puts the HOMO energy at -14.954 eV. Its net charge is +1. The LUMO energy comes out at -4.1 eV. For the orbital gap, the calculation gives 10.8 eV.

Charge distribution, Löwdin scheme, values in e: atom 1 (C): -0.136, atom 2 (C): -0.551, atom 3 (N): 0.094, atom 4 (Si): 0.666, atom 5 (H): 0.101, atom 6 (H): 0.114, atom 7 (H): 0.094, atom 8 (H): 0.235, atom 9 (H): 0.150, atom 10 (H): 0.236, atom 11 (H): 0.174, atom 12 (H): -0.064, atom 13 (H): -0.040, atom 14 (H): -0.072